Entry 1:
The following is a DFT calculation (ωB97M-V/def2-TZVPD) of a structure of composition C25H71BF4N13O13Zn at a distorted geometry.

Geometry as XYZ:
```
128
C25H71BF4N13O13Zn, DFT ωB97M-V/def2-TZVPD
Zn 2.131 -2.694 -3.143
F -0.741 -0.884 -0.816
F -0.406 0.228 -2.814
F 1.055 -1.311 -2.183
F 0.844 0.641 -1.067
O 2.550 -1.042 -4.273
O 3.773 -2.352 -2.102
O -1.206 -3.629 2.368
O 1.170 -4.177 -2.081
O 3.498 -5.299 -1.953
O -1.597 4.764 6.893
O -0.700 3.612 2.382
O 0.541 4.956 -2.879
O -4.355 0.904 -0.159
O -3.033 -1.435 3.363
O -5.112 3.436 3.590
O 2.391 -2.320 0.954
O 0.582 -2.824 -4.501
N -4.827 3.656 0.554
N 1.377 0.807 -4.814
N 5.941 -1.695 -2.075
N 0.443 -4.065 0.027
N 1.750 -1.929 3.053
N 0.203 5.357 4.509
N -0.471 2.895 -2.855
N 0.816 -0.853 1.524
N 3.167 0.344 -5.892
N -0.574 -5.507 -1.391
N 1.487 3.183 -1.978
N 5.152 -2.462 -0.289
N 3.189 -3.883 -4.497
C -3.866 4.245 1.510
C 1.700 -1.725 1.757
C 2.407 0.000 -4.917
C -3.461 1.953 -0.614
C -0.396 5.473 6.830
C 2.675 -3.403 -5.788
C 0.519 3.707 -2.604
C -1.719 4.000 8.048
C 0.289 4.578 2.053
C 3.698 -5.948 -3.199
C 0.066 5.794 3.072
C -0.732 -2.321 -4.669
C 3.922 -6.121 -0.840
C -0.458 2.250 2.044
C -2.281 -3.177 1.666
C -3.815 0.197 0.921
C 0.351 -4.569 -1.238
C -3.309 -2.670 2.694
C 2.862 -5.324 -4.260
C -0.256 6.270 5.500
C -4.000 2.611 4.035
C -4.334 3.257 -0.781
C 1.104 -3.267 -5.716
C -4.684 4.529 2.798
C 4.850 -2.171 -1.510
B 0.167 -0.377 -1.711
H 0.840 -2.607 -6.542
H 0.511 -0.779 0.564
H -4.330 -2.583 2.322
H 0.726 0.802 -4.042
H -4.390 1.632 4.315
H -3.902 4.119 -1.288
H 0.585 2.070 2.301
H 1.151 -1.376 3.648
H -5.198 2.819 0.981
H 6.766 -1.315 -1.633
H 1.314 4.211 2.096
H -4.072 0.769 1.813
H 0.666 -4.224 -6.000
H 1.409 2.246 -1.610
H -1.221 -2.974 -5.391
H -0.633 -2.929 2.690
H -2.623 2.169 0.048
H 1.262 1.415 -5.613
H -1.106 -2.448 -3.653
H -1.210 6.713 5.213
H -1.119 1.569 2.581
H -2.755 -0.045 0.837
H 0.506 7.021 5.710
H 0.283 -0.428 2.269
H -3.823 -1.244 3.874
H -4.133 5.242 3.411
H -0.178 -4.408 0.746
H -2.456 3.239 7.792
H -0.536 -5.998 -2.272
H 2.437 -2.581 3.405
H 4.190 -3.899 -4.634
H -0.470 1.994 -2.398
H -2.080 -2.471 0.860
H -1.349 3.213 -3.239
H 3.420 -7.002 -3.163
H 2.245 3.826 -1.797
H 3.031 -5.922 -5.156
H -3.452 2.992 4.897
H 2.851 -4.041 -6.654
H 0.503 4.877 6.992
H 3.186 -2.472 -6.033
H -3.275 2.409 3.247
H -0.929 6.188 2.866
H 1.248 -3.475 0.187
H -3.074 1.731 -1.608
H 3.554 -7.145 -0.906
H 3.464 -5.717 0.063
H 4.370 -2.639 0.324
H 0.041 5.058 1.106
H 5.781 -1.599 -3.067
H -0.187 4.434 4.636
H -4.360 -0.730 1.101
H -5.578 5.133 2.643
H 4.762 -5.940 -3.436
H -0.575 2.151 0.965
H -2.150 4.555 8.882
H 4.919 -6.092 -0.400
H 6.085 -2.213 0.007
H 2.997 1.236 -6.334
H -0.845 3.421 8.346
H -5.136 2.893 -1.423
H -0.946 -6.105 -0.667
H -3.498 -3.515 3.356
H 4.009 -0.206 -5.986
H 1.819 -5.561 -4.053
H -0.332 6.222 7.620
H -2.827 -3.973 1.160
H -3.019 3.561 1.558
H -0.795 -1.263 -4.924
H 0.778 6.550 2.741
H -3.487 5.223 1.215
```

Calculated values
Electronic energy   -4888.8540 hartree
HOMO-LUMO gap (spin up / spin down)   2.08 / 8.09 eV
2S+1   2
Highest occupied orbital energy (spin up / spin down)   -0.08061 / -0.30131 Eh
Energy relative to the best compared isomer or geometry (same formula, charge and spin)   0.0 kJ/mol
Charge   0

***

Entry 2:
The following is a DFT calculation (ωB97M-V/def2-TZVPD) of a cluster of 12 separate species, C25H72F2NO15S2 in total at a distorted geometry.

Geometry as XYZ:
```
117
C25H72F2NO15S2, DFT ωB97M-V/def2-TZVPD
S 19.292 23.667 18.685
S 17.182 22.878 18.395
F 20.412 23.891 19.799
F 16.234 21.964 19.324
O 19.414 21.116 20.989
O 14.544 26.111 18.524
O 19.357 19.810 16.506
O 16.256 24.034 18.120
O 16.511 26.653 13.470
O 17.759 24.172 21.917
O 17.816 18.362 14.958
O 20.042 22.694 17.884
O 22.746 24.335 12.716
O 20.394 27.279 19.025
O 24.763 24.608 18.340
O 13.099 20.362 16.115
O 19.087 25.028 18.228
O 12.933 18.159 17.781
O 17.396 21.860 17.398
N 18.342 23.084 19.615
C 14.155 28.439 18.662
C 13.711 21.328 16.956
C 15.131 27.333 18.998
C 15.400 24.464 21.930
C 16.367 20.188 14.425
C 14.983 18.635 18.962
C 21.711 26.919 18.755
C 23.590 22.647 18.875
C 18.681 19.952 21.042
C 17.760 19.984 22.268
C 21.884 23.552 14.848
C 25.003 23.237 18.516
C 16.738 25.242 13.462
C 20.434 17.865 17.468
C 16.466 27.399 18.314
C 17.131 24.785 14.912
C 19.452 19.040 17.678
C 13.620 22.705 16.308
C 16.503 18.842 15.186
C 15.515 24.470 12.950
C 21.755 26.831 17.201
C 21.006 25.720 13.664
C 16.722 25.084 21.834
C 22.220 24.771 13.988
C 13.842 17.726 18.774
H 17.938 23.715 21.092
H 22.960 25.329 14.561
H 15.254 24.108 22.950
H 18.265 19.701 23.191
H 22.326 27.778 19.023
H 20.041 17.152 16.743
H 17.239 26.698 18.627
H 16.323 27.332 17.235
H 15.206 25.417 18.490
H 14.550 29.359 19.094
H 14.791 21.185 16.985
H 13.136 19.598 16.697
H 21.329 25.910 16.802
H 17.187 20.900 22.409
H 15.677 26.881 13.887
H 15.136 23.666 21.236
H 25.403 22.833 17.586
H 16.997 19.207 22.220
H 14.357 22.883 15.525
H 23.589 21.558 18.909
H 25.453 24.922 17.750
H 20.263 25.164 13.091
H 15.115 24.917 12.040
H 14.144 16.730 18.452
H 16.898 25.958 22.462
H 16.810 25.471 20.818
H 19.903 19.780 18.339
H 13.250 17.535 19.669
H 15.656 18.681 18.106
H 21.539 23.831 15.844
H 13.109 28.258 18.911
H 20.567 17.374 18.432
H 14.037 28.497 17.580
H 25.667 23.031 19.355
H 17.559 25.195 12.746
H 15.484 18.437 19.910
H 12.637 22.935 15.895
H 22.111 26.000 19.183
H 18.466 18.782 18.063
H 15.646 18.282 14.814
H 15.364 20.587 14.575
H 14.654 25.198 21.627
H 18.415 18.877 15.505
H 22.694 22.828 14.931
H 18.672 20.462 16.674
H 17.631 23.817 14.884
H 17.064 20.915 14.841
H 23.367 23.606 12.784
H 16.956 28.356 18.497
H 16.733 20.168 13.399
H 21.401 18.200 17.093
H 13.889 23.496 17.008
H 22.835 22.969 18.158
H 21.170 27.663 16.809
H 12.145 17.611 17.774
H 14.774 24.471 13.750
H 21.145 22.898 14.385
H 19.804 26.527 18.937
H 16.266 24.655 15.563
H 17.978 19.790 20.226
H 14.689 19.677 19.086
H 21.292 26.452 12.909
H 16.438 19.018 16.260
H 19.343 19.086 21.030
H 20.553 26.221 14.520
H 18.926 21.834 20.580
H 13.500 21.372 18.025
H 15.762 23.457 12.633
H 22.735 26.884 16.728
H 15.137 27.161 20.074
H 17.862 25.497 15.294
H 23.178 23.088 19.782
```

Calculated values
Electronic energy   -3174.7696 hartree
HOMO-LUMO gap (spin up / spin down)   7.13 / 2.19 eV
2S+1   2
Highest occupied orbital energy (spin up / spin down)   -0.33584 / -0.33583 Eh
Charge   0

***

Entry 3:
The following is a DFT calculation (ωB97M-V/def2-TZVPD) of a cluster of 9 separate species, C25H72N5O12S in total at a distorted geometry.

Geometry as XYZ:
```
115
C25H72N5O12S, DFT ωB97M-V/def2-TZVPD
S -0.901 22.630 10.000
O 0.469 14.210 8.659
O -0.993 21.307 10.530
O -4.509 16.478 5.143
O -1.376 21.534 17.572
O -1.466 24.772 13.877
O -0.233 23.532 10.913
O -3.333 19.761 12.324
O -0.386 22.637 8.678
O 6.709 26.721 11.581
O -2.251 23.177 9.947
O -4.925 24.620 11.858
O 4.445 19.705 6.154
N 3.498 21.992 7.670
N 3.416 26.159 10.130
N -0.349 22.473 17.576
N 1.238 16.941 11.295
N -2.361 19.679 5.415
C -4.974 15.573 4.249
C -1.995 24.220 18.464
C -0.395 22.962 20.026
C -0.534 23.556 18.571
C 0.819 21.302 15.810
C 1.928 24.206 18.081
C 2.395 14.772 10.912
C 3.904 20.699 9.740
C 4.557 18.472 5.367
C 1.526 15.877 10.289
C 5.588 25.959 11.072
C 0.211 15.129 9.696
C 7.586 27.243 10.608
C 3.817 27.352 12.261
C 0.963 21.961 17.170
C 4.407 26.863 10.912
C -3.417 18.756 5.826
C 1.869 23.225 16.892
C 0.482 24.657 18.352
C 4.006 19.525 7.478
C 1.126 14.635 7.457
C 1.592 21.068 18.281
C 4.210 20.850 8.276
C -3.769 17.628 4.687
C -4.610 19.583 6.093
H -3.443 20.532 12.885
H -4.948 24.043 12.626
H -4.999 20.195 5.280
H 1.774 21.050 15.349
H -2.829 23.574 18.740
H 3.382 15.169 11.151
H -1.508 19.143 5.341
H 4.197 21.535 10.375
H 4.591 27.795 12.889
H -2.066 25.048 19.170
H 1.914 14.269 11.751
H 3.864 25.549 9.462
H -4.363 24.255 11.171
H -1.856 21.843 16.800
H -5.320 14.687 4.782
H -2.860 17.417 4.125
H 5.270 21.100 8.231
H 2.130 17.288 11.618
H -2.141 24.124 14.092
H 0.262 20.367 15.753
H -4.325 20.308 6.856
H 2.129 21.631 19.044
H 2.504 13.922 10.238
H -2.144 20.375 6.114
H 5.880 25.480 10.138
H -4.357 15.448 3.360
H 7.146 28.091 10.084
H 4.697 18.813 7.930
H 2.827 20.702 9.904
H -4.397 18.119 3.943
H 4.660 27.717 10.284
H 2.191 16.381 9.587
H 5.475 25.098 11.732
H -3.199 18.313 6.798
H 2.979 19.162 7.505
H -0.535 15.873 9.418
H 0.597 22.627 20.329
H 2.863 22.803 16.743
H -4.595 25.475 12.142
H 5.075 18.695 4.433
H -2.166 24.526 17.432
H 3.609 17.995 5.121
H 2.251 20.277 17.923
H 3.440 26.476 12.789
H 0.209 25.418 17.621
H 2.600 25.031 17.846
H -5.374 18.936 6.524
H 3.514 21.770 6.684
H -0.825 23.720 20.680
H -5.946 15.869 3.855
H 5.191 17.772 5.911
H 0.836 20.538 18.860
H -0.897 21.996 20.084
H 1.396 13.814 6.793
H 2.050 15.167 7.683
H 2.519 21.920 7.907
H 2.900 25.514 10.712
H 0.341 21.986 15.108
H 8.476 27.585 11.137
H 7.984 26.484 9.935
H -3.138 18.938 12.777
H 0.944 17.730 10.738
H 0.460 25.350 19.193
H -0.994 24.468 13.098
H 2.376 23.721 18.948
H -1.943 25.576 13.658
H 0.394 15.270 6.957
H -2.639 19.916 11.679
H 1.586 23.770 15.991
H 2.858 27.864 12.184
H 4.360 19.825 10.205
H -0.219 14.628 10.563
```

Calculated values
Electronic energy   -2569.7458 hartree
HOMO-LUMO gap   3.45 eV
Highest occupied orbital energy   -0.35965 Eh
Energy relative to the best compared isomer or geometry (same formula, charge and spin)   794.8 kJ/mol
Charge   +1

***

Entry 4:
The following is a DFT calculation (ωB97M-V/def2-TZVPD) of a cluster of 14 separate species, C25H73BCl2O21S2 in total at a distorted geometry.

Geometry as XYZ:
```
124
C25H73BCl2O21S2, DFT ωB97M-V/def2-TZVPD
Cl 1.641 -1.393 1.059
Cl -6.924 -0.996 -1.905
S -5.273 -2.161 -2.479
S 1.247 0.499 -4.593
O 0.275 -0.162 -5.529
O 2.480 -0.488 -3.953
O 2.219 1.158 1.369
O 0.567 1.966 6.268
O -0.992 -3.321 -4.981
O -4.215 2.672 -5.128
O -5.563 -2.759 -3.837
O 7.730 3.934 3.499
O 3.509 3.820 5.651
O -2.577 1.840 9.422
O 1.687 1.722 -5.374
O 0.962 -1.708 6.833
O -7.134 -1.510 -6.700
O -7.086 2.612 -5.919
O -5.001 -3.249 -1.483
O -8.668 1.451 -0.003
O 4.967 -4.950 -0.635
O 4.300 -0.698 -0.617
O 4.698 3.019 1.472
O 0.658 1.161 -3.141
O 1.561 -0.132 4.425
C 3.318 2.690 -2.207
C -7.721 -2.142 -7.827
C 2.708 0.057 -2.582
C -1.329 -0.491 -2.557
C -7.736 1.366 -5.716
C -2.124 1.254 10.633
C -0.699 1.595 6.793
C 4.034 -2.527 -2.474
C 3.959 3.226 6.859
C 8.166 4.295 4.801
C 0.262 -2.856 6.384
C -3.858 -0.983 -2.664
C 0.904 1.001 -0.684
C -3.900 1.568 -5.965
C -2.448 -1.595 -2.127
C 1.616 0.367 0.593
C -9.929 1.047 0.511
C -1.657 -4.486 -5.449
C 2.947 0.162 4.573
C 1.215 0.286 -2.077
C 0.171 -0.970 -2.183
C 5.149 2.422 2.682
C 3.695 1.291 -2.895
C 5.679 -2.574 -2.554
C 5.408 -5.542 0.578
B 3.665 -1.064 -1.890
H 6.460 -5.297 0.727
H 2.236 3.021 -2.334
H 3.642 2.644 -1.103
H -3.513 1.621 9.332
H 6.071 -1.763 -3.283
H 0.470 -1.720 -2.999
H 4.567 2.811 3.522
H -2.225 -2.601 -2.636
H 1.314 -1.263 6.048
H 0.947 -3.521 5.849
H 3.849 2.140 6.801
H -2.913 1.176 -5.705
H 3.963 3.496 -2.728
H -8.805 1.541 -5.589
H -8.581 -1.555 -8.152
H -4.027 -0.030 -2.038
H -6.144 2.425 -6.028
H 3.500 -0.760 4.773
H -0.236 0.937 -0.487
H 6.150 -2.326 -1.525
H 2.576 3.585 5.549
H 0.965 1.168 5.893
H 3.075 0.848 5.411
H -10.429 1.915 0.939
H 5.035 1.335 2.619
H -10.543 0.639 -0.297
H -6.378 -2.049 -6.432
H 3.379 3.614 7.700
H -1.645 0.480 -2.043
H -2.457 -1.796 -1.002
H 3.676 -2.736 -3.536
H 4.824 -5.149 1.414
H 4.036 -5.184 -0.740
H 6.075 -3.617 -2.819
H 6.201 2.667 2.827
H 5.157 -0.248 -0.780
H 8.646 5.276 4.771
H 4.748 1.010 -2.501
H 8.885 3.552 5.150
H 1.131 2.134 -0.677
H 0.084 -1.559 -1.209
H 7.097 4.607 3.215
H -2.474 -4.202 -6.115
H -0.948 -5.127 -5.980
H 5.295 -6.627 0.522
H -3.539 3.345 -5.279
H -2.061 -5.028 -4.594
H 7.312 4.318 5.483
H -0.567 0.839 7.571
H 3.765 2.785 1.371
H -7.339 0.887 -4.817
H -4.649 0.788 -5.817
H -7.576 0.723 -6.582
H -0.644 -2.860 -5.756
H -2.689 1.663 11.475
H 1.479 -0.739 3.678
H 3.724 -3.367 -1.769
H -9.786 0.292 1.288
H -1.066 1.486 10.762
H -0.556 -2.554 5.724
H 3.322 0.631 3.662
H -0.147 -3.380 7.248
H -8.053 -3.148 -7.555
H -8.247 0.666 -0.376
H -6.993 -2.197 -8.640
H 3.853 1.479 -4.024
H -3.911 1.885 -7.011
H -1.174 2.476 7.224
H 5.012 3.474 7.003
H -3.727 -0.729 -3.774
H -1.462 -0.335 -3.680
H -1.329 1.200 5.991
H -2.253 0.170 10.589
```

Calculated values
Electronic energy   -4317.5845 hartree
HOMO-LUMO gap   8.59 eV
Highest occupied orbital energy   -0.34768 Eh
Charge   0